Entry 1:
Computed, not measured: a structure of composition C25H23Cl61O7P2 at a distorted geometry, with the ωB97M-V functional and the def2-TZVPD basis.

Computed properties:
HOMO energy: -8.9 eV
Orbital gap: 8.76 eV
Strongest force on any atom: 4.9 eV/Å

The geometry in ORCA input format:
```
! RIJCOSX wB97M-V def2-TZVPD def2/J DEFGRID3
* xyz 0 1
C 4.502 -1.554 1.333
O 3.935 -0.601 0.446
C 3.557 -1.208 -0.787
C 3.282 -0.186 -1.926
C 1.971 0.664 -1.784
C 0.663 -0.159 -1.558
C -0.559 0.693 -1.072
C -0.384 1.287 0.374
O -0.607 0.272 1.379
P 0.118 0.652 2.817
O -0.783 1.559 3.608
O 1.681 1.169 2.648
C 1.792 2.600 2.570
C 2.638 3.010 1.293
C 3.913 3.829 1.636
Cl 1.548 4.102 0.260
O 0.239 -0.818 3.654
P 0.040 -2.184 2.642
O 1.081 -2.113 1.298
O -1.571 -2.352 2.168
H 3.739 -2.087 1.963
H 5.120 -2.338 0.840
H 5.148 -0.999 2.049
H 2.727 -1.945 -0.642
H 4.434 -1.828 -1.122
H 4.156 0.511 -1.938
H 3.342 -0.738 -2.896
H 1.848 1.203 -2.757
H 2.160 1.449 -1.020
H 0.833 -0.984 -0.833
H 0.368 -0.650 -2.518
H -1.455 0.039 -1.079
H -0.725 1.504 -1.811
H 0.656 1.669 0.422
H -1.153 2.083 0.486
H 2.385 2.930 3.452
H 0.830 3.140 2.494
H 2.891 2.143 0.651
H 4.562 3.798 0.730
H 3.622 4.890 1.736
H 4.472 3.448 2.513
H 1.672 -1.352 1.460
H -1.775 -3.292 2.114
C -4.621 0.158 -2.926
Cl -4.569 0.124 -1.155
Cl -2.966 0.232 -3.563
Cl -5.418 -1.325 -3.509
Cl -5.506 1.598 -3.455
C 1.347 7.172 3.341
Cl 0.419 8.650 3.652
Cl 0.396 6.100 2.294
Cl 2.872 7.627 2.550
Cl 1.684 6.347 4.873
C -2.815 -3.909 -1.676
Cl -2.403 -3.124 -0.140
Cl -2.006 -5.483 -1.769
Cl -4.568 -4.135 -1.778
Cl -2.282 -2.888 -3.029
C 7.364 -0.472 -2.891
Cl 7.354 -0.746 -1.140
Cl 9.034 -0.297 -3.455
Cl 6.603 -1.849 -3.708
Cl 6.456 1.005 -3.259
C -3.410 4.611 -1.607
Cl -3.658 6.302 -1.136
Cl -1.711 4.172 -1.353
Cl -4.444 3.567 -0.617
Cl -3.823 4.400 -3.319
C 1.094 -7.172 -4.320
Cl 0.278 -5.631 -4.008
Cl 0.050 -8.203 -5.314
Cl 2.619 -6.875 -5.175
Cl 1.429 -7.983 -2.779
C -2.886 5.480 4.901
Cl -1.793 4.150 4.489
Cl -4.153 5.607 3.666
Cl -3.630 5.160 6.478
Cl -1.984 7.009 4.976
C 5.057 -4.656 4.139
Cl 5.973 -5.801 3.144
Cl 5.985 -3.155 4.316
Cl 3.505 -4.302 3.360
Cl 4.769 -5.363 5.738
C 1.800 8.541 8.730
Cl 3.145 7.395 8.885
Cl 0.616 8.238 10.014
Cl 2.417 10.197 8.872
Cl 1.028 8.330 7.150
C 9.241 -7.806 3.881
Cl 10.479 -9.074 3.893
Cl 8.045 -8.135 5.146
Cl 10.001 -6.233 4.180
Cl 8.438 -7.781 2.300
C -7.784 -6.716 -2.016
Cl -6.262 -7.437 -1.464
Cl -7.602 -4.954 -2.114
Cl -8.194 -7.355 -3.617
Cl -9.076 -7.121 -0.872
C -8.898 0.411 -6.048
Cl -9.688 -0.768 -7.111
Cl -7.575 -0.387 -5.179
Cl -8.248 1.746 -7.017
Cl -10.077 1.042 -4.884
C -7.795 -4.770 -7.935
Cl -8.649 -3.226 -7.744
Cl -8.812 -5.907 -8.841
Cl -6.280 -4.502 -8.816
Cl -7.437 -5.444 -6.334
C 6.779 7.093 -0.787
Cl 5.524 7.350 0.439
Cl 6.592 5.477 -1.493
Cl 6.620 8.316 -2.060
Cl 8.377 7.228 -0.034
C -9.856 -2.221 0.150
Cl -9.733 -3.974 -0.079
Cl -11.562 -1.758 0.283
Cl -8.999 -1.756 1.630
Cl -9.126 -1.395 -1.240
*
```

---

Entry 2:
Computed, not measured: a cluster of 2 separate species, C10H10N2O2 in total at a distorted geometry, with the ωB97M-V functional and the def2-TZVPD basis.

Computed properties:
HOMO energy: -8.9 eV
SMILES string: O=c1cc[nH]c(=O)[nH]1.c1ccccc1
Relative energy (zero: lowest compared OMol25 entry of this formula, charge and spin): 3.2497 eV
Orbital gap: 9.06 eV
Strongest force on any atom: 6.2 eV/Å

The geometry in ORCA input format:
```
! RIJCOSX wB97M-V def2-TZVPD def2/J DEFGRID3
* xyz 0 1
O -1.297 2.204 -1.321
C -1.315 1.065 -0.784
C -2.100 0.874 0.387
C -2.265 -0.447 0.897
N -1.471 -1.435 0.321
C -0.866 -1.368 -0.954
O -0.344 -2.273 -1.622
N -0.684 0.025 -1.290
H -2.921 1.610 0.737
H -3.058 -0.838 1.562
H -1.732 -2.212 0.871
H -0.154 -0.030 -2.157
C 0.905 0.020 1.576
C 0.761 1.232 0.957
C 1.629 1.462 -0.265
C 2.252 0.450 -0.868
C 2.163 -0.813 -0.375
C 1.486 -1.012 0.832
H 0.131 -0.405 2.435
H 0.383 2.207 1.337
H 1.797 2.542 -0.703
H 2.609 0.699 -1.935
H 2.608 -1.576 -0.947
H 1.483 -1.980 1.308
*
```

---

Question: Number 1 is which compound?
Answer: C25H23Cl61O7P2

---

Question: HOMO energy of number 1 (C25H23Cl61O7P2)?
Answer: -8.9 eV

---

Question: HOMO energy of number 2 (C10H10N2O2)?
Answer: -8.9 eV

---

Question: Which value of HOMO energy does entry 1 give?
Answer: -8.9 eV